No. 1
Formula: C24H64N5O8
Source: OMol25
Level of theory: ωB97M-V/def2-TZVPD

```
101
C24H64N5O8 (ωB97M-V/def2-TZVPD)
N -0.01 -0.50 0.28
H -0.85 -0.80 -0.18
H 0.67 -0.78 -0.35
H 0.03 -0.91 1.22
H -0.02 0.37 0.43
C -1.51 -0.82 -2.15
O -0.16 -0.53 -1.76
C 0.82 -1.30 -2.58
C 1.36 -0.35 -3.66
N 2.32 -1.16 -4.35
C 3.17 -0.46 -5.32
C 4.12 -1.31 -6.19
O 4.96 -0.56 -6.95
C 5.95 -1.40 -7.55
H -2.06 0.05 -2.18
H -1.90 -1.60 -1.42
H -1.83 -1.32 -3.22
H 0.35 -2.27 -3.02
H 1.70 -1.50 -1.99
H 2.06 0.29 -3.20
H 0.59 0.02 -4.44
H 1.76 -1.76 -4.72
H 3.69 0.15 -4.47
H 2.55 0.25 -5.92
H 3.55 -2.13 -6.53
H 4.75 -1.98 -5.43
H 5.53 -2.35 -8.16
H 6.69 -1.95 -6.97
H 6.28 -0.79 -8.38
C 2.54 -0.19 3.03
O 2.34 0.20 1.72
C 2.35 1.59 1.62
C 2.58 1.91 0.15
N 1.18 2.44 -0.33
C 1.00 2.58 -1.73
C 1.71 3.69 -2.41
O 1.44 3.66 -3.77
C 2.62 3.44 -4.57
H 1.69 0.18 3.74
H 3.65 -0.24 3.39
H 2.31 -1.40 3.18
H 3.19 1.94 1.87
H 1.60 2.15 2.30
H 2.77 0.95 -0.25
H 3.37 2.66 0.26
H 0.93 3.49 0.14
H -0.08 2.66 -2.09
H 1.28 1.55 -2.08
H 2.82 3.79 -2.21
H 1.24 4.57 -2.00
H 2.34 3.00 -5.62
H 3.20 2.72 -4.36
H 3.47 4.26 -4.79
C 2.95 -2.97 0.25
O 1.57 -2.97 -0.37
C 1.01 -4.33 -0.44
C -0.48 -4.15 -0.83
N -1.09 -3.62 0.32
C -2.51 -3.48 0.12
C -3.24 -3.28 1.45
O -4.57 -3.65 1.22
C -5.46 -3.50 2.37
H 3.68 -3.60 -0.34
H 2.99 -3.60 1.18
H 3.35 -2.02 0.20
H 1.24 -4.74 0.37
H 1.65 -4.83 -1.21
H -0.89 -5.05 -1.10
H -0.51 -3.54 -1.59
H -0.81 -4.33 1.23
H -2.89 -4.57 -0.32
H -2.80 -2.98 -0.68
H -3.21 -2.18 2.02
H -2.64 -3.84 2.09
H -4.97 -4.16 3.21
H -6.30 -4.06 2.19
H -5.48 -2.60 2.70
C -1.65 -1.00 3.93
O -2.01 -0.08 2.93
C -1.57 1.27 3.09
C -2.70 2.19 3.63
N -2.23 3.49 3.95
C -3.23 4.50 4.10
C -4.00 4.21 5.42
O -4.92 5.30 5.70
C -5.89 5.04 6.68
H -1.93 -0.67 4.89
H -0.61 -1.05 3.99
H -1.89 -2.04 3.58
H -1.41 1.87 2.20
H -0.73 1.44 3.72
H -3.29 1.70 4.60
H -3.37 2.11 2.84
H -1.54 3.47 4.98
H -4.14 4.19 3.24
H -2.81 5.52 4.16
H -3.43 3.92 6.22
H -4.57 3.52 5.19
H -5.53 4.77 7.64
H -6.62 4.38 6.36
H -6.60 5.79 6.89
```

Values from the calculation:
- strongest force on any atom (Eh/bohr) = 0.19387
- Kohn-Sham gap (eV) = 9.1
- HOMO (eV) = -10.8
- charge = +1
- DFT total energy (a.u.) = -1827.49745
- energy above the lowest of the compared OMol25 structures with the same formula, charge and spin (kcal per mole) = 88.5
- molecular weight (g mol⁻¹) = 550.8

No. 2
Formula: C24H64O8
Source: OMol25
Level of theory: ωB97M-V/def2-TZVPD

```
96
C24H64O8 (ωB97M-V/def2-TZVPD)
C -0.98 1.02 0.61
C 0.42 0.89 0.09
C 0.63 0.35 -1.32
O 1.10 2.11 0.14
H -0.91 1.42 1.63
H -1.42 0.03 0.53
H -1.54 1.76 0.04
H 0.92 0.22 0.79
H 1.68 0.41 -1.57
H 0.01 0.84 -2.07
H 0.48 -0.73 -1.36
H 0.81 2.56 0.93
C -3.73 -3.47 -2.82
C -4.57 -3.93 -3.97
C -6.05 -3.63 -3.93
O -4.00 -3.42 -5.17
H -3.79 -2.39 -2.78
H -2.66 -3.67 -2.89
H -4.09 -3.83 -1.85
H -4.37 -5.00 -4.00
H -6.36 -2.60 -3.76
H -6.59 -4.21 -3.18
H -6.59 -3.93 -4.83
H -4.71 -2.86 -5.49
C -5.74 -2.53 2.35
C -6.66 -1.78 1.40
C -7.86 -2.65 1.19
O -7.13 -0.66 2.04
H -6.29 -2.88 3.22
H -5.06 -1.83 2.83
H -5.33 -3.40 1.82
H -6.10 -1.47 0.51
H -7.60 -3.50 0.56
H -8.58 -2.04 0.64
H -8.27 -2.93 2.16
H -7.27 -0.76 2.98
C 1.66 6.97 4.99
C 1.95 6.49 3.60
C 3.42 6.16 3.17
O 1.13 5.36 3.39
H 2.20 6.40 5.75
H 0.61 6.88 5.27
H 2.00 7.99 5.16
H 1.60 7.23 2.87
H 3.45 5.79 2.15
H 3.78 5.41 3.88
H 4.00 7.09 3.16
H 1.25 4.79 4.16
C 2.79 -4.12 -6.20
C 1.39 -3.41 -6.07
C 1.35 -2.12 -6.86
O 0.38 -4.32 -6.51
H 3.57 -3.43 -5.90
H 3.03 -4.42 -7.22
H 2.92 -5.01 -5.58
H 1.21 -3.23 -5.01
H 2.11 -1.46 -6.45
H 0.34 -1.71 -6.92
H 1.68 -2.24 -7.90
H -0.47 -3.90 -6.34
C 3.62 -4.07 1.10
C 4.51 -5.00 2.01
C 5.98 -5.05 1.53
O 4.51 -4.68 3.40
H 3.63 -3.04 1.47
H 2.56 -4.29 1.03
H 4.09 -3.98 0.12
H 4.07 -5.99 1.90
H 6.01 -5.25 0.46
H 6.42 -5.92 2.02
H 6.57 -4.15 1.66
H 3.63 -4.88 3.73
C 2.61 6.91 -4.43
C 1.93 5.92 -3.40
C 0.58 5.37 -3.98
O 2.68 4.79 -3.19
H 1.95 7.76 -4.61
H 2.87 6.45 -5.38
H 3.53 7.28 -3.99
H 1.69 6.48 -2.49
H 0.66 4.88 -4.95
H -0.08 6.20 -4.20
H 0.09 4.67 -3.31
H 2.34 4.29 -2.45
C 2.21 -0.19 6.88
C 1.28 0.84 6.27
C -0.17 0.60 6.58
O 1.62 2.13 6.75
H 2.06 -1.16 6.40
H 1.88 -0.36 7.91
H 3.26 0.11 6.88
H 1.42 0.91 5.19
H -0.86 1.39 6.29
H -0.26 0.47 7.65
H -0.55 -0.34 6.16
H 2.56 2.20 6.93
```

Values from the calculation:
- strongest force on any atom (Eh/bohr) = 0.06430
- Kohn-Sham gap (eV) = 10.0
- HOMO (eV) = -9.7
- DFT total energy (a.u.) = -1554.61835
- SMILES = CC(C)O.CC(C)O.CC(C)O.CC(C)O.CC(C)O.CC(C)O.CC(C)O.CC(C)O
- energy above the lowest of the compared OMol25 structures with the same formula, charge and spin (kcal per mole) = 74.7
- molecular weight (g mol⁻¹) = 480.8

No. 3
Formula: C24H65N21O16
Source: OMol25
Level of theory: ωB97M-V/def2-TZVPD

```
126
C24H65N21O16 (ωB97M-V/def2-TZVPD)
C -2.09 -3.05 2.80
C -0.69 -2.77 2.07
O -0.48 -1.40 1.67
N -1.16 -1.20 0.47
C -0.76 0.08 -0.18
C 0.52 -0.02 -1.14
C 1.92 -0.27 -0.40
C 3.03 -0.47 -1.58
C 3.44 -2.00 -1.83
C 2.59 -2.60 -3.08
C 1.99 -4.05 -2.61
C 0.48 -4.23 -3.19
C 0.02 -5.76 -3.30
O -0.86 -6.10 -2.16
C -0.06 -6.15 -0.94
C -0.67 1.21 0.96
O 0.35 1.46 1.71
O -1.82 1.96 1.21
C -2.00 0.52 -1.14
O -2.95 -0.28 -1.47
O -2.05 1.80 -1.71
H -2.61 -3.92 2.23
H -2.84 -2.17 2.72
H -2.01 -3.31 3.91
H -0.65 -3.40 1.11
H 0.14 -3.05 2.82
H -2.16 -1.16 0.76
H 0.51 0.90 -1.83
H 0.34 -0.94 -1.83
H 2.23 0.70 0.14
H 1.92 -1.13 0.35
H 2.58 -0.08 -2.58
H 3.94 0.23 -1.39
H 4.56 -2.10 -2.09
H 3.29 -2.58 -0.86
H 3.34 -2.78 -3.94
H 1.79 -1.90 -3.47
H 2.68 -4.89 -3.01
H 1.88 -4.11 -1.46
H 0.39 -3.64 -4.17
H -0.23 -3.71 -2.45
H -0.56 -5.93 -4.29
H 0.88 -6.52 -3.30
H -0.39 -7.01 -0.25
H 1.06 -6.32 -1.15
H -0.11 -5.13 -0.40
C 4.18 2.04 2.02
O 4.42 1.29 1.08
N 2.94 2.51 2.28
N 5.14 2.46 2.89
H 2.73 3.13 3.05
H 2.19 2.23 1.66
H 6.08 2.13 2.73
H 4.97 3.08 3.66
C -2.33 5.86 2.93
O -2.43 6.81 3.70
N -2.34 4.58 3.35
N -2.21 6.01 1.59
H -2.26 3.78 2.73
H -2.42 4.42 4.34
H -2.21 6.95 1.23
H -2.13 5.24 0.95
C 7.47 3.27 -0.97
O 8.18 3.93 -1.72
N 7.94 2.71 0.17
N 6.16 3.03 -1.22
H 7.37 2.16 0.80
H 8.91 2.86 0.39
H 5.77 3.43 -2.06
H 5.57 2.49 -0.61
C -5.09 -5.74 1.93
O -4.08 -5.07 1.96
N -5.34 -6.73 2.83
N -6.06 -5.57 1.00
H -6.17 -7.29 2.83
H -4.64 -6.89 3.54
H -5.92 -4.84 0.31
H -6.90 -6.11 0.96
C -5.90 2.81 5.67
O -6.69 2.66 6.60
N -5.64 1.84 4.77
N -5.24 3.98 5.47
H -5.00 1.95 4.00
H -6.11 0.96 4.89
H -5.41 4.73 6.12
H -4.59 4.13 4.71
C 2.20 -6.10 -6.37
O 1.91 -5.65 -5.27
N 1.79 -7.32 -6.79
N 2.95 -5.42 -7.27
H 2.02 -7.71 -7.69
H 1.23 -7.87 -6.15
H 3.27 -4.50 -7.00
H 3.19 -5.77 -8.18
C 1.20 8.90 3.56
O 2.14 9.66 3.80
N -0.08 9.20 3.89
N 1.36 7.70 2.96
H -0.86 8.59 3.71
H -0.24 10.08 4.34
H 2.30 7.44 2.70
H 0.61 7.07 2.76
C -6.53 -0.25 0.31
O -6.96 -0.15 1.46
N -5.24 -0.53 0.03
N -7.32 -0.09 -0.78
H -4.87 -0.61 -0.90
H -4.62 -0.66 0.81
H -8.29 0.12 -0.62
H -6.99 -0.17 -1.73
C 2.00 -7.31 -10.64
O 2.91 -7.84 -10.01
N 1.74 -7.61 -11.94
N 1.17 -6.39 -10.09
H 1.00 -7.19 -12.47
H 2.33 -8.29 -12.38
H 1.34 -6.15 -9.13
H 0.42 -5.95 -10.59
C 1.29 11.05 8.14
O 1.01 11.52 9.24
N 0.90 9.82 7.74
N 2.03 11.73 7.23
H 1.13 9.43 6.85
H 0.35 9.28 8.39
H 2.34 12.65 7.49
H 2.28 11.37 6.32
```

Values from the calculation:
- strongest force on any atom (Eh/bohr) = 0.12157
- Kohn-Sham gap (eV) = 4.1
- HOMO (eV) = -1.8
- charge = -2
- DFT total energy (a.u.) = -3307.47859
- energy above the lowest of the compared OMol25 structures with the same formula, charge and spin (kcal per mole) = 70.7
- molecular weight (g mol⁻¹) = 903.9

No. 4
Formula: C24H66Cu4N6O14S2
Source: OMol25
Level of theory: ωB97M-V/def2-TZVPD

```
116
C24H66Cu4N6O14S2 (ωB97M-V/def2-TZVPD)
Cu -5.54 1.18 -2.42
Cu 0.02 -5.93 -1.60
Cu -3.63 3.21 4.21
Cu -1.07 4.90 0.01
S -1.41 -0.18 -0.19
O -1.17 0.63 1.03
O -0.39 -1.25 -0.38
O -2.73 -0.81 -0.15
O -1.47 0.74 -1.32
S -7.09 5.56 1.21
O -6.74 6.95 1.01
O -8.34 5.21 0.63
O -6.04 4.76 0.61
O -7.08 5.32 2.66
C 6.63 -4.14 -5.09
C 6.06 -3.68 -3.70
C 6.93 -2.55 -3.08
O 8.28 -2.91 -2.92
C 9.27 -1.84 -2.92
N 4.69 -3.26 -3.85
H 6.03 -4.93 -5.53
H 7.66 -4.49 -5.02
H 6.67 -3.30 -5.78
H 6.05 -4.60 -3.11
H 6.48 -2.20 -2.15
H 6.84 -1.76 -3.83
H 9.10 -1.15 -3.74
H 10.26 -2.28 -3.07
H 9.22 -1.31 -1.97
H 4.21 -2.97 -3.01
H 4.81 -2.39 -4.35
C -3.99 8.30 -5.50
C -3.10 9.44 -4.93
C -3.72 10.82 -5.18
O -3.87 11.11 -6.62
C -4.14 12.49 -6.85
N -3.08 9.17 -3.53
H -3.70 7.28 -5.25
H -4.13 8.34 -6.58
H -4.98 8.38 -5.03
H -2.06 9.40 -5.24
H -3.01 11.58 -4.86
H -4.67 10.93 -4.66
H -5.07 12.77 -6.35
H -4.37 12.68 -7.89
H -3.32 13.17 -6.60
H -3.98 9.02 -3.09
H -2.82 9.97 -2.97
C -6.14 -5.33 -3.73
C -4.70 -5.97 -3.83
C -3.84 -5.27 -4.93
O -2.59 -6.00 -5.09
C -1.86 -5.89 -6.35
N -4.11 -5.81 -2.54
H -6.77 -5.37 -4.62
H -6.04 -4.25 -3.67
H -6.77 -5.71 -2.93
H -4.89 -7.01 -4.12
H -3.69 -4.28 -4.51
H -4.44 -5.13 -5.83
H -1.43 -4.89 -6.46
H -2.61 -6.01 -7.13
H -1.02 -6.54 -6.58
H -4.68 -6.31 -1.87
H -4.19 -4.82 -2.32
C 5.72 3.35 2.74
C 4.73 4.45 2.59
C 4.47 4.73 1.08
O 3.49 5.72 0.80
C 3.87 7.00 1.23
N 3.49 3.99 3.28
H 5.92 3.15 3.79
H 6.68 3.64 2.30
H 5.43 2.45 2.21
H 5.15 5.35 3.03
H 4.01 3.84 0.65
H 5.42 4.88 0.57
H 3.91 6.96 2.31
H 3.13 7.61 0.71
H 4.83 7.24 0.78
H 2.91 3.36 2.74
H 2.86 4.78 3.22
C -6.71 -3.83 5.56
C -5.47 -3.10 6.02
C -4.20 -4.00 5.78
O -4.30 -5.20 6.51
C -4.27 -5.07 7.91
N -5.48 -1.89 5.21
H -6.78 -3.92 4.48
H -7.57 -3.33 6.01
H -6.79 -4.85 5.95
H -5.62 -2.71 7.02
H -3.34 -3.39 6.05
H -4.07 -4.22 4.72
H -4.50 -6.06 8.32
H -5.04 -4.41 8.30
H -3.31 -4.63 8.16
H -6.44 -1.60 5.06
H -5.27 -2.18 4.26
C 5.08 -5.79 3.53
C 3.99 -5.30 4.52
C 4.50 -4.19 5.50
O 5.61 -4.66 6.25
C 6.12 -3.68 7.12
N 2.83 -4.98 3.75
H 4.72 -6.59 2.88
H 5.91 -6.24 4.06
H 5.34 -4.93 2.91
H 3.81 -6.23 5.05
H 3.73 -3.72 6.11
H 4.85 -3.38 4.86
H 6.67 -2.89 6.61
H 6.89 -4.16 7.72
H 5.34 -3.20 7.72
H 2.05 -4.74 4.35
H 3.00 -4.20 3.14
```

Values from the calculation:
- strongest force on any atom (Eh/bohr) = 0.06033
- Kohn-Sham gap (eV) = 1.9
- HOMO (eV) = -5.8
- DFT total energy (a.u.) = -9693.29512
- energy above the lowest of the compared OMol25 structures with the same formula, charge and spin (kcal per mole) = 509.5
- molecular weight (g mol⁻¹) = 981.1

Q: Among the records above, which one has the lowest DFT total energy?
A: C24H66Cu4N6O14S2